Below is a cluster of 2 separate species, C9H18BrN3 in total at a distorted geometry, with properties calculated with wB97M-V/def2-TZVPD.

Positions of all 31 atoms, in Å:
C 2.0684 0.9522 1.0394
C -0.1206 0.4309 -0.0662
C 0.4146 -0.4224 -0.9705
C 0.5380 2.0725 3.1268
C 0.7218 1.1006 0.9235
C -1.7402 -3.4891 -1.7228
C -0.5935 3.1182 1.2009
C 0.6158 -1.4831 -3.1625
C -0.4623 -3.0788 -1.1870
N 0.1753 2.1277 1.8423
N 0.0802 2.8758 4.0308
N -0.1925 -1.1645 -1.9326
Br -0.4701 -2.8159 0.7161
H 2.6754 1.5226 1.6845
H 2.5074 0.2683 0.4008
H -1.1540 0.6302 -0.3901
H 1.3890 -0.8656 -0.6954
H 1.2111 1.3142 3.4241
H -2.0727 -4.5069 -1.6219
H -2.6063 -2.9287 -1.3709
H -1.5593 -3.4086 -2.8516
H -1.4818 2.8378 0.6342
H -1.1060 3.8080 1.9070
H -0.0195 3.6662 0.4223
H 1.3533 -2.3500 -3.0130
H -0.2396 -1.5996 -3.8910
H 1.1751 -0.5269 -3.4458
H 0.5359 -3.3007 -1.4743
H 0.2081 2.6937 5.0274
H -0.7460 3.5032 3.8261
H -1.1051 -0.9813 -2.4107

Properties
- 2S+1 = 1
- orbital gap (spin up / spin down) (eV) = 8.2 / 8.2
- net charge = +2

Now the natural (NBO) charges, all in e:
1 C -0.307
2 C -0.238
3 C 0.022
4 C 0.407
5 C 0.111
6 C -0.758
7 C -0.456
8 C -0.433
9 C 0.059
10 N -0.359
11 N -0.699
12 N -0.500
13 Br 0.175
14 H 0.229
15 H 0.207
16 H 0.247
17 H 0.209
18 H 0.241
19 H 0.319
20 H 0.273
21 H 0.251
22 H 0.246
23 H 0.229
24 H 0.252
25 H 0.237
26 H 0.234
27 H 0.252
28 H 0.218
29 H 0.453
30 H 0.435
31 H 0.445

=====

Below is a cluster of 2 separate species, C9H18BrN3O5P in total, with properties calculated with wB97M-V/def2-TZVPD.

Positions of all 37 atoms, in Å:
O 5.7896 0.2257 -2.1314
P 5.2381 -0.1358 -0.8312
N 3.5030 0.2584 -0.7289
C 3.0573 1.4625 -0.5804
N 3.9660 2.4824 -0.2958
C 3.5041 3.1503 0.9606
O 2.1396 3.4531 0.9192
C 1.3612 2.2879 0.7629
C -0.1049 2.6482 0.8493
C -1.0587 1.5820 0.3105
C -0.8659 0.2255 0.9678
Br -2.0207 -1.0925 0.1412
N 1.6830 1.6793 -0.5864
H 5.6959 0.5077 0.3176
H 5.1099 -1.4891 -0.5052
H 2.7946 -0.4401 -0.9541
H 3.9673 3.1645 -1.0542
H 3.7264 2.4655 1.7873
H 4.0668 4.0716 1.0798
H 1.6631 1.5478 1.5159
H -0.2341 3.5895 0.3055
H -0.3256 2.8593 1.8990
H -2.0796 1.9150 0.5109
H -0.9722 1.4953 -0.7747
H -1.1419 0.2508 2.0210
H 0.1487 -0.1603 0.8702
H 1.4783 2.4238 -1.2577
C -4.0926 -3.9657 -0.1723
C -5.1823 -5.0054 -0.3751
O -6.3122 -4.1941 -0.7049
C -5.8765 -3.0142 -1.1993
O -6.5561 -2.1945 -1.7185
O -4.5329 -2.8971 -1.0169
H -3.1051 -4.2911 -0.4888
H -4.0522 -3.6054 0.8572
H -4.9718 -5.6717 -1.2129
H -5.4077 -5.5891 0.5126

Properties
- 2S+1 = 1
- orbital gap (eV) = 7.5
- net charge = +1
- energy above the lowest of the compared OMol25 structures with the same formula, charge and spin (eV) = 0.0000

Now the natural (NBO) charges, all in e:
1 O -0.990
2 P 1.652
3 N -0.753
4 C 0.783
5 N -0.703
6 C 0.076
7 O -0.497
8 C 0.249
9 C -0.432
10 C -0.428
11 C -0.437
12 Br 0.023
13 N -0.691
14 H -0.045
15 H -0.057
16 H 0.459
17 H 0.425
18 H 0.177
19 H 0.236
20 H 0.178
21 H 0.240
22 H 0.241
23 H 0.243
24 H 0.220
25 H 0.225
26 H 0.193
27 H 0.411
28 C -0.104
29 C -0.099
30 O -0.484
31 C 0.967
32 O -0.558
33 O -0.505
34 H 0.201
35 H 0.187
36 H 0.189
37 H 0.208

=====

Below is a structure of composition C9H18CaN4O8PS at a distorted geometry, with properties calculated with wB97M-V/def2-TZVPD.

Positions of all 42 atoms, in Å:
N 1.8145 -4.8446 -0.3657
C 1.5206 -3.5598 -0.2872
N 2.3187 -2.6581 -0.9585
C 1.5329 -1.8706 -1.9215
C 0.3173 -1.2776 -1.2242
C -0.4981 -2.3950 -0.4535
P -1.3609 -3.4709 -1.7130
S -3.1657 -3.8012 -1.0959
N 0.4554 -3.1171 0.4211
H 2.7893 -5.0983 -0.2639
H 1.1442 -5.5746 -0.5486
H 2.8341 -2.0352 -0.3250
H 2.1033 -1.0854 -2.4031
H 1.2055 -2.5445 -2.7211
H 0.7175 -0.5446 -0.5098
H -0.3418 -0.7549 -1.9745
H -1.3124 -1.9646 0.1959
H -1.3488 -2.7079 -2.8914
H -0.5699 -4.6167 -1.8923
H -0.0093 -3.8996 0.8830
C 1.6748 1.1682 -0.2521
O 2.2447 0.4336 0.5809
O 1.2482 2.4125 0.2212
O 1.3198 0.9058 -1.4216
H 1.5818 2.3649 1.1292
O -0.2427 4.3079 2.6026
C -1.2250 3.6658 2.5063
O -1.2054 2.3258 2.1193
C -2.5219 1.8441 1.9967
C -3.4020 2.7572 2.8438
C -2.6664 4.0950 2.7190
H -2.8071 1.8804 0.9267
H -2.5554 0.8013 2.3460
H -4.4396 2.7860 2.5189
H -3.3847 2.4182 3.8787
H -2.9912 4.6635 1.8470
H -2.7580 4.6982 3.6159
Ca -1.7773 -0.1083 -0.3860
N 3.4424 3.6040 -2.4369
O 3.6192 4.8217 -2.5313
O 3.8466 2.9906 -1.4339
O 2.8530 2.9849 -3.3411

Properties
- 2S+1 = 1
- orbital gap (eV) = 2.0
- net charge = +1

Now the natural (NBO) charges, all in e:
1 N -0.728
2 C 0.758
3 N -0.673
4 C -0.216
5 C -0.544
6 C -0.383
7 P 0.799
8 S -0.490
9 N -0.529
10 H 0.456
11 H 0.435
12 H 0.462
13 H 0.329
14 H 0.189
15 H 0.328
16 H 0.193
17 H 0.122
18 H 0.012
19 H -0.011
20 H 0.409
21 C 0.938
22 O -0.799
23 O -0.712
24 O -0.798
25 H 0.491
26 O -0.471
27 C 0.786
28 O -0.521
29 C -0.078
30 C -0.425
31 C -0.529
32 H 0.095
33 H 0.176
34 H 0.235
35 H 0.234
36 H 0.252
37 H 0.267
38 Ca 1.643
39 N 0.708
40 O -0.450
41 O -0.478
42 O -0.481

=====

Number 1: energy -3091.2886 Eh. Number 2: energy -3809.3340 Eh. Number 3: energy -2591.2385 Eh.